The following is a DFT calculation (ωB97M-V with the def2-TZVPD basis set) of a molecular structure, C9H7IN2O4ReS3.

Output
2S+1 = 2

Structure (XYZ):
```
27
Properties=species:S:1:pos:R:3:forces:R:3
Re -0.333 0.993 -1.104 -0.3443 -0.1164 0.1983
S 1.212 -0.713 -1.458 0.0470 0.1889 0.1434
C 1.959 -0.700 0.160 -0.0415 0.0101 0.0450
C 3.206 -1.292 0.359 0.0237 -0.0194 -0.0063
C 3.812 -1.262 1.602 -0.0040 0.0033 -0.0168
C 3.189 -0.651 2.688 -0.0211 0.0098 -0.0008
C 1.941 -0.080 2.520 0.0464 -0.0245 0.0399
C 1.348 -0.096 1.263 -0.0632 -0.0221 -0.1447
S -0.299 0.536 1.034 -0.0419 -0.1587 -0.0648
H 3.702 -1.763 -0.481 -0.0013 0.0012 0.0023
H 4.786 -1.717 1.729 -0.0034 -0.0033 0.0022
H 3.674 -0.625 3.654 -0.0025 0.0037 -0.0003
H 1.433 0.397 3.348 -0.0042 -0.0006 -0.0010
I -5.913 -0.853 -3.220 -0.0042 0.0010 -0.0008
C -4.047 -0.832 -2.358 -0.0013 -0.0065 0.0025
C -3.422 -1.864 -1.695 0.0114 -0.0239 -0.0200
N -2.231 -1.398 -1.289 0.0160 -0.0254 -0.0651
N -2.040 -0.125 -1.667 0.2599 0.1237 0.0309
C -3.143 0.236 -2.318 -0.0239 0.0053 0.0214
H -3.736 -2.874 -1.495 -0.0057 0.0066 0.0040
H -1.461 -1.880 -0.848 0.0357 -0.0004 -0.0081
H -3.246 1.234 -2.709 0.0025 0.0064 0.0159
O -0.166 2.170 1.688 0.0292 0.2097 -0.1572
S -0.070 3.170 0.423 0.0926 0.0934 0.2397
O 0.083 4.471 0.953 0.0037 -0.0125 0.0026
O -1.287 2.912 -0.400 0.0173 -0.0369 -0.0379
O 1.046 2.606 -0.379 -0.0230 -0.2127 -0.2245
```
Positions in Å, forces in eV/Å.

The following is a DFT calculation (ωB97M-V with the def2-TZVPD basis set) of 2 unconnected molecules or ions with the total composition C4H14N2O2.

Output
2S+1 = 1

Structure (XYZ):
```
22
Properties=species:S:1:pos:R:3:forces:R:3
N 0.011 -2.227 1.402 -1.9202 1.1705 1.3870
C 0.835 -1.007 1.595 1.8077 -4.1489 -2.5821
N 1.486 -0.759 0.284 -0.7645 2.1230 1.6695
C 0.963 0.425 -0.393 2.5413 1.4984 0.4186
C 0.103 0.243 -1.647 -0.3877 0.0539 1.5956
C -0.765 1.500 -1.837 0.1378 -0.4829 0.3438
O 0.119 2.432 -2.395 0.6524 1.7282 -0.4033
H -0.752 -2.091 0.742 0.4531 -0.2270 0.0186
H 0.516 -3.065 1.204 0.3836 -0.0923 -0.1450
H 0.320 -0.131 1.919 -0.3566 0.1955 0.3779
H 1.594 -1.398 2.296 -0.2315 0.8987 0.1253
H 1.737 -1.554 -0.272 -0.2973 -0.1308 -0.0186
H 0.448 1.125 0.302 -0.1596 -1.0454 0.1037
H 1.914 1.052 -0.493 -1.2853 -0.3547 -1.1330
H 0.771 0.224 -2.503 -0.3252 -0.5909 -0.3302
H -0.479 -0.700 -1.454 0.3596 0.8058 -0.7196
H -1.567 1.281 -2.537 -0.2715 0.1452 -0.0993
H -1.183 1.953 -0.914 0.0118 -0.8363 -0.2607
H 0.140 3.275 -1.905 -0.2048 -0.7820 -0.3511
O -2.072 0.178 2.286 -0.1404 0.4692 0.0660
H -1.746 -0.219 1.477 -0.1108 -0.2194 0.0553
H -2.392 -0.537 2.842 0.1080 -0.1777 -0.1182
```
Positions in Å, forces in eV/Å.

The following is a DFT calculation (ωB97M-V with the def2-TZVPD basis set) of a molecular structure, C16H14FeO3S.

Output
2S+1 = 5
charge = +2

Structure (XYZ):
```
35
Properties=species:S:1:pos:R:3:forces:R:3
O 3.364 -2.474 -1.980 -2.2258 3.2869 -0.6035
C 2.873 -1.441 -2.191 3.1075 -4.5470 0.7793
Fe 2.534 0.255 -2.564 -0.2638 -0.5267 0.4490
C 3.831 0.855 -1.347 5.5213 1.9846 4.3203
O 4.707 1.134 -0.641 -3.3634 -1.0013 -2.5509
C 3.831 0.288 -3.918 5.7351 -0.0048 -5.0093
O 4.701 0.251 -4.684 -3.4336 0.1385 2.8455
C 0.928 0.158 -1.372 -1.1729 0.9554 1.6979
C 0.183 -0.571 -2.433 -1.5257 -0.7883 0.2167
C 0.986 -0.318 -3.660 -1.1038 -0.1047 -1.9444
C 1.186 1.036 -3.980 -1.1953 -0.3227 -1.5842
C 1.285 1.965 -2.939 0.3697 0.8283 -0.3403
C 1.163 1.521 -1.616 -1.3015 0.1581 1.7553
H 0.938 -0.238 -0.357 -0.0288 0.2998 -0.1480
H 0.037 -1.640 -2.209 0.3880 0.3615 -0.1864
H -0.840 -0.137 -2.536 0.4669 -0.2629 -0.0382
H 1.087 -1.095 -4.416 -0.2770 0.3103 -0.0153
H 1.343 1.341 -5.016 0.3875 -0.0534 0.3452
H 1.576 3.000 -3.149 -0.2435 -0.4278 0.0842
H 1.320 2.210 -0.785 0.3441 -0.1862 -0.2853
C -3.087 0.619 5.370 0.4206 -0.1283 -0.0705
C -2.672 -0.064 4.102 -0.2498 0.2715 0.4952
C -3.622 -0.326 3.099 -0.2377 -0.4720 -1.1635
C -3.261 -0.945 1.912 -0.5910 0.3426 0.4764
C -1.905 -1.333 1.693 -0.2745 0.4216 0.8646
S -1.441 -2.101 0.300 -0.0126 -0.2847 -0.2951
C -0.945 -1.071 2.716 0.1770 0.3031 0.7778
C -1.336 -0.452 3.892 0.7869 -0.4507 -0.6745
H -2.228 0.743 6.036 -0.2492 0.0125 -0.0739
H -3.511 1.608 5.154 -0.0003 -0.1880 -0.0097
H -3.856 0.035 5.892 0.0673 0.0921 -0.1467
H -4.661 -0.034 3.264 0.2935 -0.1122 -0.1189
H -3.994 -1.151 1.134 0.0458 0.1004 0.2590
H 0.089 -1.373 2.554 -0.1990 0.0890 0.1800
H -0.603 -0.258 4.677 -0.1622 -0.0943 -0.2877
```
Positions in Å, forces in eV/Å.

The following is a DFT calculation (ωB97M-V with the def2-TZVPD basis set) of 6 unconnected molecules or ions with the total composition C24H60O12.

Output
2S+1 = 1

Structure (XYZ):
```
96
Properties=species:S:1:pos:R:3:forces:R:3
C 12.058 -0.230 -0.381 -0.9443 2.0808 1.3763
O 13.003 -0.166 0.737 -0.6456 -1.9241 -1.7882
C 13.635 -1.473 0.898 0.0364 1.1980 2.3424
C 14.175 -1.455 2.445 -0.8003 -0.3071 -1.3088
O 14.541 -2.699 3.011 1.2219 -1.2497 -0.7188
C 15.660 -3.396 2.400 0.1060 1.2552 -0.5130
H 12.376 -0.157 -1.421 0.9638 -0.6950 0.1949
H 11.488 0.693 -0.277 0.1902 0.4701 0.0834
H 11.215 -0.910 -0.256 0.6258 -0.9690 0.1369
H 14.404 -1.560 0.131 0.2607 -0.2318 0.2209
H 12.901 -2.273 0.798 -0.0546 -0.0458 -0.0363
H 13.386 -1.177 3.145 -0.4730 0.3000 -0.6448
H 14.901 -0.647 2.530 0.6564 -0.2563 -0.0651
H 15.514 -3.621 1.344 -0.5479 -0.0297 -0.1335
H 15.976 -4.332 2.861 -0.7638 0.1956 0.6161
H 16.536 -2.748 2.398 0.1714 0.2143 0.2368
C 17.912 4.402 7.466 -0.7011 1.2568 0.0187
O 17.138 5.604 7.471 -1.8332 -0.2313 0.4108
C 15.774 5.427 7.962 1.1307 0.2875 -0.7279
C 14.905 6.643 7.668 0.2935 0.2427 1.0320
O 15.367 7.856 8.326 -0.5391 -1.1076 -1.0010
C 14.530 8.942 7.985 0.5759 0.6914 0.2151
H 17.999 4.034 8.488 0.6962 0.0521 0.1176
H 18.794 4.807 6.970 0.5047 -0.9370 0.4264
H 17.466 3.582 6.903 -0.1899 0.0936 -0.4307
H 15.760 5.134 9.012 0.2086 0.2728 0.2581
H 15.333 4.596 7.412 -0.2091 -0.1816 -0.1365
H 13.908 6.434 8.058 -0.2256 -0.2246 0.2353
H 14.741 6.705 6.592 0.5299 0.6469 -0.2456
H 14.806 9.806 8.590 0.1288 -0.2073 0.3547
H 13.469 8.765 8.163 -0.1276 -0.3011 -0.1310
H 14.714 9.298 6.971 -0.2421 -0.3553 -0.4003
C 12.425 9.465 -2.268 0.6267 0.3067 -0.7207
O 13.349 10.003 -3.317 -2.0495 -1.2455 1.3912
C 14.683 9.745 -2.952 0.6043 0.4603 -0.3299
C 15.634 9.893 -4.189 -1.8632 1.4816 1.0636
O 15.763 11.222 -4.701 1.7736 -0.7446 -0.1150
C 14.736 11.906 -5.347 -1.0203 -0.2664 0.5882
H 11.386 9.714 -2.484 0.3240 0.4971 -0.2964
H 12.679 9.779 -1.256 0.2129 0.7624 -0.1136
H 12.414 8.382 -2.140 0.5510 -0.3628 -0.7958
H 14.779 8.710 -2.625 0.1665 -0.2474 0.1648
H 14.900 10.411 -2.117 0.5926 0.0588 0.1151
H 15.109 9.225 -4.872 0.7400 -0.2029 -0.7227
H 16.657 9.670 -3.885 -0.2234 -0.6171 -0.2683
H 14.150 12.289 -4.512 -0.7777 0.4565 -0.6211
H 14.138 11.288 -6.018 -0.2422 -0.4183 0.2266
H 15.090 12.703 -6.000 0.5867 0.0785 0.4352
C 24.953 -1.525 -5.840 1.1799 0.8279 3.5623
O 24.427 -1.783 -7.028 -1.2500 -0.8174 -3.3104
C 25.113 -2.805 -7.724 0.1772 0.1926 -0.8973
C 24.823 -2.923 -9.234 -0.1365 -0.4317 -0.5215
O 25.669 -4.000 -9.624 0.4141 0.2239 0.9330
C 25.888 -4.271 -10.973 -0.7583 -1.0518 -0.1576
H 24.454 -0.696 -5.339 -0.0477 0.4218 -0.5183
H 26.025 -1.328 -5.857 0.3154 0.2925 -0.2378
H 24.848 -2.288 -5.069 -0.1632 -0.9187 -0.1391
H 24.972 -3.773 -7.242 -0.1250 -0.1271 0.0064
H 26.184 -2.605 -7.771 0.2873 0.1157 0.6385
H 25.086 -2.036 -9.811 0.2796 0.4231 0.3085
H 23.802 -3.138 -9.548 -0.3776 -0.1800 0.4693
H 26.241 -3.443 -11.586 0.1249 0.1499 0.1563
H 24.994 -4.717 -11.410 -0.5340 0.4596 -0.3565
H 26.545 -5.140 -11.009 0.6134 0.4195 0.0641
C 17.397 4.309 0.070 1.3742 0.6732 1.1984
O 18.806 4.328 -0.226 -0.4582 0.5403 -0.5456
C 19.532 5.277 0.572 -1.0953 -0.5282 -0.3128
C 20.861 5.542 -0.065 -1.0353 -1.5084 -0.0455
O 21.448 4.264 -0.253 1.5767 0.7634 0.8834
C 22.875 4.385 -0.239 -0.4660 -0.6293 -0.8180
H 17.363 4.088 1.137 -0.6305 -0.5278 0.1761
H 16.829 3.597 -0.527 0.4670 0.0497 -0.0364
H 16.986 5.317 0.015 -0.2065 0.1407 -0.5112
H 19.626 4.868 1.578 0.2178 -0.0301 0.2191
H 19.008 6.230 0.647 -0.3689 0.1674 -0.0198
H 21.415 6.181 0.623 0.3164 0.2023 -0.3022
H 20.673 5.934 -1.065 0.2919 0.6909 0.0497
H 23.194 3.477 -0.752 0.4746 0.2220 -0.0050
H 23.374 4.446 0.728 -0.5048 -0.1724 0.5036
H 23.192 5.286 -0.765 0.0414 -0.0541 -0.4297
C 28.667 9.251 8.963 0.5207 -0.7002 0.6113
O 28.773 8.194 9.900 -0.5536 -1.6414 1.1656
C 28.475 6.840 9.472 2.0259 0.6654 -1.9623
C 29.722 6.360 8.532 -0.3582 1.5184 0.0653
O 29.681 6.705 7.147 -1.0246 -1.5100 -2.8247
C 28.959 5.858 6.138 -1.0598 0.1085 2.0088
H 29.645 9.400 8.506 -0.1320 -0.1586 -0.7168
H 28.525 10.149 9.565 -0.5701 0.0118 -0.1667
H 27.863 9.012 8.268 0.0793 0.5372 -0.2729
H 27.515 6.822 8.957 0.0031 0.0325 -0.4373
H 28.371 6.124 10.286 0.3255 0.6391 0.4964
H 30.168 5.394 8.769 -0.6338 -0.5238 -0.2753
H 30.539 7.060 8.705 -0.0739 -0.0007 1.2850
H 28.833 6.229 5.121 0.7910 1.0613 0.3737
H 27.939 5.779 6.513 -0.2699 -0.0333 0.0164
H 29.253 4.820 5.985 0.9306 -0.0062 0.6339
```
Positions in Å, forces in eV/Å.

Number 1: total energy -63351.625 eV. Number 2: total energy -11448.515 eV. Number 3: total energy -68163.032 eV. Number 4: total energy -50418.961 eV.